Entry 1:
Below is a structure of composition C23H42CaF6O21P in a non-equilibrium geometry, with properties calculated with ωB97M-V/def2-TZVPD.

Element x y z (Å)
Ca1 1.87479 -3.36309 3.09051
P1 1.61823 -0.25077 -0.47527
F1 0.62024 -0.10246 -1.75974
F2 1.73037 1.36068 -0.39669
F3 0.28334 -0.43363 0.53564
F4 2.43528 -0.49077 0.85527
F5 1.52592 -1.81966 -0.41848
F6 2.93513 -0.40320 -1.34573
C1 6.32903 -2.88428 -6.69517
C2 4.88747 -2.54823 -7.06372
C3 4.43906 -1.05301 -7.21226
O1 3.72050 -1.12134 -8.43137
C4 3.90585 -2.21119 -9.11649
O2 3.64369 -2.38830 -10.30703
O3 4.70676 -3.09839 -8.34834
H1 6.46617 -3.96152 -6.60117
H2 6.50031 -2.46543 -5.70355
H3 7.05243 -2.43323 -7.37439
H4 4.14610 -3.01772 -6.41714
H5 5.37166 -0.54992 -7.46774
H6 3.89859 -0.65245 -6.35463
C5 -3.69312 2.86349 1.13011
C6 -4.23469 3.06139 -0.27390
C7 -5.44099 2.26931 -0.74490
O4 -6.05509 3.25672 -1.53335
C8 -5.60112 4.53566 -1.22235
O5 -6.04715 5.53441 -1.74857
O6 -4.66468 4.38643 -0.29058
H7 -4.17069 3.61744 1.75588
H8 -2.61055 2.96560 1.20566
H9 -3.89818 1.83608 1.43092
H10 -3.51133 2.90598 -1.07433
H11 -6.10308 2.06658 0.09689
H12 -5.15093 1.33560 -1.22672
C9 -1.57060 -3.48168 -6.89639
O7 -1.77999 -3.11547 -8.19079
C10 -2.91645 -3.32564 -8.76578
O8 -3.93110 -3.74698 -8.20049
O9 -2.97793 -2.97520 -10.08756
C11 -1.88689 -2.66534 -10.81983
H13 -0.53817 -3.35617 -6.57014
H14 -1.90326 -4.49609 -6.67633
H15 -2.19494 -2.91187 -6.20819
H16 -2.17898 -1.92282 -11.56242
H17 -1.40608 -3.50666 -11.31894
H18 -1.21289 -2.06715 -10.20665
C12 4.99013 -1.08471 8.22812
O10 6.13300 -1.05052 7.46888
C13 6.05979 -0.98114 6.16582
O11 5.09027 -1.35495 5.49842
O12 7.15985 -0.25563 5.81824
C14 7.47959 -0.02858 4.48755
H19 4.35733 -1.93501 7.97386
H20 4.56134 -0.08269 8.21446
H21 5.34843 -1.11655 9.25706
H22 6.77308 -0.37601 3.73374
H23 8.52297 -0.28795 4.30811
H24 7.31319 1.03910 4.34449
C15 -5.26054 -3.42548 3.14201
O13 -4.93100 -4.84867 3.12156
C16 -3.60995 -5.24963 2.95343
O14 -2.63850 -4.52753 2.91787
O15 -3.60021 -6.58843 2.96597
C17 -4.73930 -7.45582 3.04516
H25 -6.10041 -3.19300 3.79674
H26 -5.54584 -3.12429 2.13404
H27 -4.48079 -2.85623 3.64802
H28 -5.59122 -7.38999 2.36840
H29 -5.20423 -7.45212 4.03101
H30 -4.32131 -8.46196 3.01255
C18 -1.60082 8.91398 2.79682
O16 -0.96485 7.81266 2.16371
C19 -0.49138 8.16418 0.94988
O17 -0.80836 9.13662 0.25263
O18 0.33910 7.19757 0.60259
C20 1.08439 7.29237 -0.65841
H31 -2.12534 8.71359 3.73108
H32 -2.39825 9.24403 2.13104
H33 -0.97041 9.79520 2.91563
H34 1.68555 8.17983 -0.85625
H35 0.34453 7.11253 -1.43838
H36 1.85077 6.51947 -0.71657
C21 -1.85753 -1.12590 7.88382
O19 -1.66086 0.07019 7.16768
C22 -0.67297 0.27061 6.42584
O20 -0.00144 -0.61581 5.83054
O21 -0.33549 1.55398 6.46431
C23 0.76674 2.06134 5.76849
H37 -0.94770 -1.33346 8.44703
H38 -2.11866 -1.98386 7.26429
H39 -2.68828 -0.89249 8.54975
H40 0.84095 1.76873 4.72114
H41 1.76296 1.90584 6.18260
H42 0.78961 3.15085 5.79155

Summary:
Charge: +1
E_LUMO (eV): -8.04
HOMO energy (Ha): -0.4227

Want to see where the charge sits? The Mulliken charges in e are: 1.956, 1.100, -0.346, -0.313, -0.381, -0.342, -0.351, -0.337, -1.331, 0.352, -0.385, -0.309, 0.659, -0.562, -0.346, 0.335, 0.382, 0.331, 0.259, 0.293, 0.320, -1.292, 0.444, -0.521, -0.350, 0.610, -0.534, -0.313, 0.366, 0.310, 0.329, 0.303, 0.321, 0.329, -0.644, -0.283, 0.800, -0.590, -0.312, -0.631, 0.232, 0.301, 0.298, 0.266, 0.255, 0.308, -0.669, -0.285, 0.800, -0.623, -0.258, -0.661, 0.266, 0.330, 0.255, 0.327, 0.252, 0.268, -0.630, -0.331, 0.799, -0.585, -0.317, -0.640, 0.265, 0.276, 0.273, 0.304, 0.305, 0.284, -0.693, -0.257, 0.745, -0.550, -0.297, -0.650, 0.260, 0.301, 0.297, 0.298, 0.297, 0.248, -0.614, -0.277, 0.844, -0.655, -0.294, -0.612, 0.325, 0.253, 0.230, 0.290, 0.231, 0.288

Entry 2:
Below is a structure of composition C23H42Cl3EuN4O3SSi in a non-equilibrium geometry, with properties calculated with ωB97M-V/def2-TZVPD.

Element x y z (Å)
C1 3.24472 -2.30744 -0.47553
C2 3.29976 -1.32213 -1.60206
H1 3.58438 -3.28871 -0.82431
H2 2.23164 -2.41209 -0.05566
H3 3.90891 -1.97207 0.34065
C3 3.75818 -1.58242 -2.83539
C4 4.34551 -2.87455 -3.29232
H4 3.70999 -0.80671 -3.60555
H5 4.23422 -3.71042 -2.58858
H6 5.41803 -2.72458 -3.48715
H7 3.88910 -3.16969 -4.24896
Eu1 -0.41184 0.41758 0.21996
Cl1 1.29704 1.96780 1.62874
Cl2 -0.63502 -1.86847 1.48733
H8 -4.69492 3.30305 3.12622
H9 -3.23038 2.57813 5.20446
C5 -4.48011 2.31360 2.70300
C6 -3.10859 1.62620 4.67677
N1 -3.21351 1.81994 3.23559
H10 -4.42131 2.38012 1.61758
C7 -2.21102 1.50650 2.42644
O1 -2.27503 1.63185 1.17093
H11 -2.11357 1.22105 4.88010
H12 -1.30278 1.12366 2.94628
H13 -5.29120 1.63412 2.99232
H14 -3.87097 0.91506 5.02611
H15 0.68714 -2.70718 -1.90277
H16 1.09825 -1.50741 -4.35711
C8 -0.36965 -2.71192 -2.21707
C9 0.00990 -1.64648 -4.42597
N2 -0.60709 -1.57735 -3.11202
H17 -1.01960 -2.63968 -1.33921
C10 -1.33274 -0.51503 -2.73418
O2 -1.78817 -0.36136 -1.58261
H18 -0.42116 -0.86078 -5.05835
H19 -1.49863 0.25921 -3.50231
H20 -0.54847 -3.63981 -2.78185
H21 -0.17027 -2.63505 -4.86121
O3 1.29212 -0.18133 -1.23868
C11 2.64081 0.01553 -1.29218
C12 2.33607 1.32708 -3.46571
C13 2.99233 1.15528 -2.24776
H22 1.48671 0.67371 -3.69420
C14 2.73352 2.35574 -4.33192
H23 3.01551 0.32683 -0.30151
C15 3.98040 2.04952 -1.84784
H24 2.19888 2.48324 -5.28057
C16 3.80570 3.18887 -3.97594
C17 4.43037 3.03108 -2.73471
H25 4.39401 1.92721 -0.84030
H26 4.15787 3.94694 -4.67683
H27 5.27191 3.65910 -2.44209
Si1 -1.36783 -4.47327 3.98840
Cl3 0.19178 -5.00103 2.68550
C18 -2.91340 -4.62922 2.92230
C19 -0.81044 -2.86732 4.79559
C20 -1.59182 -5.71950 5.37720
H28 -2.79715 -4.10277 1.96556
H29 -3.78835 -4.23225 3.45718
H30 -3.10171 -5.69609 2.71405
H31 -1.90323 -6.70526 5.01236
H32 -2.38398 -5.33529 6.03562
H33 -0.68234 -5.84560 5.97481
H34 -0.53555 -2.14675 4.01053
H35 0.06940 -3.05043 5.43237
H36 -1.59348 -2.43617 5.43564
S1 -0.59706 2.60556 -1.93725
C21 -0.99539 3.96664 -1.03657
N3 -1.90507 4.88699 -1.44609
C22 -2.21600 5.89372 -0.45614
C23 -1.18384 5.60232 0.64187
N4 -0.52463 4.39506 0.16441
H37 -2.48398 4.69774 -2.25741
H38 -3.24329 5.77104 -0.08942
H39 -2.09994 6.89246 -0.88170
H40 -1.64796 5.43864 1.62123
H41 -0.47573 6.43290 0.72195
H42 0.14403 3.84254 0.72591

Summary:
2S+1: 7
⟨S²⟩: 12.013
E_LUMO (spin up / spin down) (eV): -0.54 / 0.07
HOMO energy (spin up / spin down) (Ha): -0.2862 / -0.2869

Want to see where the charge sits? The Mulliken charges in e are: -1.397, 0.379, 0.366, 0.129, 0.314, 0.129, -1.487, 0.408, 0.364, 0.274, 0.305, 0.351, -0.656, -0.456, 0.319, 0.323, -0.916, -0.860, 0.236, 0.242, 0.486, -0.670, 0.251, 0.223, 0.325, 0.322, 0.126, 0.188, -0.814, -0.855, 0.364, 0.258, 0.082, -0.623, 0.317, 0.427, 0.383, 0.347, 0.244, -0.152, 0.437, 0.145, 0.157, -0.752, 0.417, -0.583, 0.372, -0.527, -0.643, 0.391, 0.376, 0.387, 0.611, -0.324, -0.853, -0.639, -0.985, 0.182, 0.316, 0.271, 0.280, 0.301, 0.276, 0.019, 0.290, 0.294, -0.325, 0.067, -0.185, -0.460, -0.485, 0.224, 0.216, 0.270, 0.289, 0.272, 0.290, 0.015

Entry 3:
Below is a structure of composition C23H42Cl3LuN2O4Si in a non-equilibrium geometry, with properties calculated with ωB97M-V/def2-TZVPD.

Element x y z (Å)
C1 3.98042 3.74166 -5.40493
C2 5.10379 2.89820 -5.92995
H1 4.41652 4.61293 -4.90381
H2 3.33733 3.20218 -4.69802
H3 3.34716 4.11744 -6.22531
C3 6.16359 3.40470 -6.56646
C4 6.47423 4.85301 -6.68356
H4 6.85096 2.74457 -7.09920
H5 6.38915 5.37788 -5.72438
H6 5.83787 5.38319 -7.40431
H7 7.51087 4.95573 -7.01682
Lu1 0.62005 0.38742 -1.65084
Cl1 -1.71254 -0.38362 -2.30754
Cl2 1.33139 -0.04846 -4.02665
C5 1.25551 -2.56874 -2.13008
O1 1.38170 -1.64012 -1.26413
N1 2.10930 -3.56961 -2.22164
C6 3.17537 -3.73240 -1.24034
C7 2.14335 -4.42117 -3.39827
H8 0.43895 -2.51985 -2.85655
H9 2.78193 -3.52372 -0.24219
H10 4.02148 -3.06536 -1.45387
H11 3.51304 -4.76699 -1.31074
H12 1.14276 -4.49039 -3.83359
H13 2.48262 -5.41171 -3.09130
H14 2.83528 -4.02645 -4.15537
H15 1.20558 4.60578 1.27694
H16 3.05489 3.46909 -1.02839
C8 2.08523 4.14579 1.76633
C9 3.59088 3.34882 -0.05975
N2 2.60897 3.03847 0.98041
H17 1.78940 3.76724 2.75412
C10 1.92320 1.88822 0.96626
O2 2.00282 1.04263 0.05888
H18 4.33420 2.54628 -0.15020
H19 1.25357 1.75998 1.84000
H20 2.86430 4.90878 1.87504
H21 4.06453 4.30891 0.18282
O3 4.77157 1.20303 -4.31757
C11 4.96471 1.40223 -5.71345
C12 7.40529 0.64244 -5.84109
C13 6.09158 0.56052 -6.30261
H22 7.63632 1.35032 -5.04361
C14 8.39496 -0.17138 -6.39625
H23 4.03758 1.13834 -6.24982
C15 5.78013 -0.26693 -7.38794
H24 9.41756 -0.07166 -6.02841
C16 8.06366 -1.06007 -7.42285
C17 6.76784 -1.06604 -7.96144
H25 4.75210 -0.23471 -7.76562
H26 8.83838 -1.68620 -7.85179
H27 6.51860 -1.65716 -8.84647
Si1 5.06096 -0.06964 -3.26697
Cl3 1.20238 3.00115 -2.17618
C18 6.84134 0.01703 -2.69488
C19 4.73080 -1.67449 -4.15419
C20 4.02247 0.10146 -1.75906
H28 7.55031 -0.34675 -3.44966
H29 6.95252 -0.60136 -1.79043
H30 7.13724 1.04655 -2.44826
H31 3.86107 1.15130 -1.49987
H32 4.39237 -0.43595 -0.87942
H33 3.04435 -0.32505 -2.00063
H34 5.36688 -1.77443 -5.04371
H35 3.68673 -1.69781 -4.49554
H36 4.92471 -2.55481 -3.52384
C21 -1.42028 -0.92318 2.46320
C22 -1.39909 -0.18687 1.14843
C23 -2.69440 0.48555 0.78387
O4 -0.38078 -0.14489 0.43855
H37 -2.45617 -1.03971 2.79062
H38 -0.88288 -0.35698 3.23199
H39 -0.96355 -1.91269 2.39121
H40 -2.50818 1.56269 0.65186
H41 -3.03624 0.06314 -0.17361
H42 -3.44611 0.31587 1.56998

Summary:
E_LUMO (eV): 0.22
HOMO energy (Ha): -0.3052

Want to see where the charge sits? The Mulliken charges in e are: -1.433, 0.266, 0.354, 0.215, 0.297, 0.139, -1.496, 0.359, 0.333, 0.304, 0.385, 1.263, -0.629, -0.511, 0.120, -0.648, 0.269, -0.849, -0.860, 0.411, 0.287, 0.145, 0.387, 0.338, 0.321, 0.291, 0.325, 0.128, -0.926, -0.744, 0.235, 0.340, 0.077, -0.381, 0.332, 0.183, 0.296, 0.371, -0.132, 0.288, -0.007, -0.058, 0.737, -0.914, 0.189, -0.259, 0.387, -0.465, -0.638, 0.349, 0.394, 0.382, 0.103, -0.661, -1.222, -0.751, 0.707, 0.362, 0.385, 0.290, -0.786, 0.449, -0.641, 0.346, 0.155, 0.474, -1.226, 0.898, -1.136, -0.247, 0.423, 0.274, 0.312, 0.262, 0.269, 0.416

Table of energy relative to the best compared isomer or geometry (same formula, charge and spin) (kJ/mol), in record order: 1371.5; 2.4; 96.6